Record 1
{
  "formula": "C40H41N6O9PZr",
  "method": "wB97M-V/def2-TZVPD",
  "species": ["Zr", "O", "C", "C", "C", "C", "C", "C", "C", "N", "C", "C", "N", "H", "H", "H", "H", "H", "H", "H", "C", "C", "C", "C", "C", "C", "C", "C", "C", "C", "C", "C", "C", "C", "C", "N", "H", "H", "H", "H", "H", "H", "H", "H", "H", "H", "O", "C", "O", "C", "C", "C", "N", "C", "C", "C", "O", "O", "H", "H", "H", "C", "N", "C", "C", "C", "N", "C", "C", "O", "H", "H", "H", "H", "H", "H", "H", "H", "H", "H", "H", "H", "C", "O", "P", "O", "C", "O", "C", "H", "H", "H", "H", "H", "H", "H", "H", "H"],
  "coordinates": [[-0.314, 0.207, -0.045], [-2.087, 0.994, -0.733], [-2.581, 1.252, -1.940], [-3.871, 0.833, -2.273], [-4.387, 1.108, -3.522], [-3.637, 1.810, -4.468], [-2.368, 2.237, -4.138], [-1.831, 1.972, -2.873], [-0.507, 2.455, -2.502], [0.252, 2.026, -1.502], [1.427, 2.754, -1.560], [1.369, 3.632, -2.588], [0.139, 3.432, -3.177], [-4.435, 0.271, -1.542], [-5.379, 0.758, -3.771], [-4.038, 2.005, -5.452], [-1.776, 2.756, -4.882], [2.215, 2.592, -0.847], [2.062, 4.373, -2.940], [-0.254, 3.958, -3.938], [1.858, 3.473, 2.494], [2.620, 2.733, 3.389], [2.538, 1.351, 3.360], [1.714, 0.717, 2.428], [0.964, 1.430, 1.480], [1.053, 2.825, 1.566], [1.585, -0.767, 2.454], [1.798, -1.501, 3.653], [1.565, -2.839, 3.661], [1.216, -3.502, 2.461], [0.960, -4.891, 2.408], [0.642, -5.485, 1.224], [0.614, -4.715, 0.042], [0.836, -3.365, 0.069], [1.097, -2.722, 1.297], [1.195, -1.346, 1.338], [1.887, 4.556, 2.520], [3.263, 3.228, 4.105], [3.130, 0.772, 4.059], [0.466, 3.444, 0.894], [2.063, -0.976, 4.558], [1.642, -3.410, 4.578], [0.982, -5.464, 3.326], [0.397, -6.536, 1.191], [0.386, -5.194, -0.901], [0.791, -2.775, -0.834], [-2.411, -5.739, 2.762], [-3.315, -4.883, 2.731], [-4.492, -4.908, 3.109], [-2.825, -3.574, 2.161], [-2.268, -2.605, 2.996], [-1.651, -1.504, 2.454], [-1.539, -1.325, 1.130], [-2.154, -2.205, 0.324], [-2.829, -3.308, 0.790], [-1.976, -1.947, -1.150], [-2.772, -2.321, -1.970], [-0.843, -1.291, -1.400], [-2.292, -2.732, 4.070], [-1.182, -0.753, 3.080], [-3.287, -3.985, 0.081], [0.994, -0.332, -3.889], [2.314, -0.095, -3.331], [3.376, 0.174, -4.290], [4.683, -0.398, -3.792], [4.977, 0.203, -2.438], [3.820, 0.086, -1.562], [4.094, 0.200, -0.143], [2.547, -0.083, -1.998], [1.643, -0.213, -1.142], [1.052, -1.149, -4.611], [0.636, 0.561, -4.408], [0.286, -0.611, -3.118], [3.467, 1.254, -4.456], [3.079, -0.276, -5.237], [5.493, -0.171, -4.486], [4.598, -1.484, -3.713], [5.256, 1.259, -2.541], [5.813, -0.304, -1.951], [4.742, -0.617, 0.181], [3.166, 0.165, 0.420], [4.599, 1.148, 0.062], [-1.095, 2.051, 4.317], [-2.270, 1.824, 3.544], [-2.254, 1.771, 1.941], [-2.152, 3.352, 1.649], [-2.387, 3.907, 0.363], [-3.819, 1.581, 1.669], [-4.448, 0.306, 1.520], [-1.327, 1.744, 5.335], [-0.841, 3.111, 4.303], [-0.247, 1.476, 3.946], [-2.450, 4.986, 0.494], [-3.323, 3.534, -0.053], [-1.568, 3.675, -0.321], [-5.497, 0.503, 1.318], [-4.365, -0.278, 2.436], [-4.016, -0.242, 0.686]],
  "lowdin_charge": [1.850, -0.330, -0.321, 0.012, -0.055, -0.084, -0.040, -0.098, -0.280, 0.019, -0.126, -0.055, 0.127, 0.117, 0.110, 0.101, 0.104, 0.108, 0.114, 0.153, -0.083, -0.081, -0.052, -0.257, -0.235, -0.160, -0.247, -0.001, 0.013, -0.154, -0.016, -0.055, -0.044, -0.020, -0.198, 0.076, 0.104, 0.102, 0.105, 0.078, 0.107, 0.125, 0.122, 0.113, 0.112, 0.096, -0.008, -0.738, 0.001, -0.073, 0.028, -0.134, -0.049, -0.206, 0.088, -0.548, 0.120, -0.242, 0.134, 0.104, 0.145, -0.006, -0.058, -0.149, -0.148, -0.155, -0.065, -0.012, -0.438, -0.136, 0.101, 0.093, 0.063, 0.129, 0.124, 0.121, 0.128, 0.130, 0.126, 0.102, 0.057, 0.100, -0.105, -0.295, 0.763, -0.298, -0.108, -0.287, -0.091, 0.091, 0.089, 0.057, 0.092, 0.088, 0.060, 0.095, 0.090, 0.056],
  "energy_ha": -2943.2712,
  "relative_energy_kcal_mol": 2.8
}

Record 2
{
  "formula": "C40H42As3CrN3OP",
  "method": "wB97M-V/def2-TZVPD",
  "species": ["Cr", "C", "As", "C", "C", "C", "C", "C", "C", "C", "As", "C", "C", "H", "H", "H", "H", "H", "H", "H", "H", "H", "H", "H", "H", "H", "H", "H", "H", "N", "C", "O", "C", "C", "N", "C", "N", "H", "H", "C", "C", "As", "C", "C", "C", "C", "C", "C", "C", "C", "C", "C", "C", "C", "P", "C", "C", "C", "C", "C", "C", "C", "C", "C", "C", "C", "C", "H", "H", "H", "H", "H", "H", "H", "H", "H", "H", "H", "H", "H", "H", "H", "H", "H", "H", "H", "H", "H", "H", "H", "H"],
  "coordinates": [[1.682, -1.323, 0.309], [-1.030, -3.241, -2.902], [0.485, -3.218, -1.673], [0.006, -4.755, -0.564], [1.891, -4.053, -2.744], [1.601, -4.795, -3.886], [2.613, -5.395, -4.619], [3.935, -5.266, -4.216], [4.237, -4.529, -3.082], [3.227, -3.917, -2.346], [3.664, -2.864, -0.777], [5.309, -1.972, -1.301], [4.329, -4.200, 0.471], [-1.304, -4.255, -3.188], [-0.796, -2.659, -3.793], [-1.877, -2.780, -2.396], [-0.161, -5.633, -1.186], [-0.897, -4.517, -0.004], [0.813, -4.950, 0.141], [0.576, -4.911, -4.215], [2.370, -5.966, -5.505], [4.726, -5.736, -4.784], [5.271, -4.431, -2.773], [6.133, -2.677, -1.404], [5.553, -1.239, -0.533], [5.148, -1.465, -2.251], [5.073, -4.840, -0.001], [3.497, -4.812, 0.819], [4.774, -3.688, 1.323], [0.996, -3.818, 3.552], [1.599, -2.876, 2.823], [1.112, -2.610, 1.666], [2.742, -2.201, 3.319], [3.281, -2.463, 4.601], [3.726, -2.687, 5.640], [3.262, -1.255, 2.433], [3.521, -0.534, 1.557], [0.151, -4.236, 3.202], [1.312, -4.037, 4.483], [-1.647, 1.060, -0.992], [-1.580, 2.574, -0.850], [-3.129, 3.389, -1.784], [-4.424, 2.804, -0.436], [-5.219, 1.697, -0.721], [-6.091, 1.185, 0.233], [-6.188, 1.793, 1.476], [-5.411, 2.909, 1.763], [-4.529, 3.407, 0.816], [-2.904, 5.227, -1.178], [-3.981, 6.097, -1.335], [-3.879, 7.424, -0.952], [-2.690, 7.904, -0.418], [-1.609, 7.050, -0.269], [-1.715, 5.717, -0.647], [-0.501, 0.144, 0.118], [-1.018, 0.558, 1.811], [-0.148, 0.317, 2.876], [-0.566, 0.494, 4.185], [-1.868, 0.900, 4.448], [-2.742, 1.129, 3.398], [-2.325, 0.957, 2.084], [1.084, 1.041, -0.137], [1.869, 0.612, -1.224], [3.111, 1.195, -1.478], [3.580, 2.199, -0.654], [2.804, 2.638, 0.416], [1.573, 2.067, 0.677], [-1.416, 0.748, -2.014], [-2.648, 0.674, -0.781], [-0.657, 2.949, -1.294], [-1.611, 2.881, 0.198], [-5.167, 1.234, -1.701], [-6.706, 0.326, -0.001], [-6.878, 1.408, 2.216], [-5.495, 3.395, 2.727], [-3.925, 4.276, 1.050], [-4.914, 5.733, -1.753], [-4.726, 8.087, -1.074], [-2.608, 8.942, -0.122], [-0.679, 7.420, 0.144], [-0.858, 5.067, -0.518], [0.873, -0.004, 2.695], [0.126, 0.312, 4.997], [-2.197, 1.036, 5.469], [-3.758, 1.447, 3.590], [-3.032, 1.151, 1.286], [1.473, -0.126, -1.924], [3.694, 0.866, -2.328], [4.545, 2.649, -0.843], [3.170, 3.433, 1.052], [0.983, 2.414, 1.516]],
  "mulliken_spin": [3.677, 0.015, -0.005, 0.006, 0.066, -0.005, 0.000, 0.001, -0.010, 0.025, 0.106, 0.004, 0.006, 0.003, -0.001, -0.001, 0.000, 0.001, -0.005, 0.000, 0.000, 0.000, 0.000, 0.000, -0.001, 0.000, -0.001, 0.003, 0.001, 0.007, -0.020, -0.080, 0.039, 0.007, 0.001, 0.005, 0.044, 0.000, -0.001, 0.017, -0.002, 0.000, 0.000, 0.000, 0.000, 0.000, 0.000, 0.000, 0.000, 0.000, 0.000, 0.000, 0.000, 0.000, 0.055, -0.056, 0.045, 0.009, 0.001, -0.001, 0.000, 0.030, -0.101, 0.012, 0.015, -0.004, 0.097, 0.004, -0.006, -0.001, 0.001, 0.000, 0.000, 0.000, 0.000, 0.000, 0.000, 0.000, 0.000, 0.000, 0.000, -0.011, 0.001, 0.000, 0.000, 0.001, 0.003, 0.002, 0.000, 0.000, 0.006],
  "energy_ha": -9881.9034,
  "s_squared": 6.02,
  "charge": 1,
  "spin_multiplicity": 5,
  "relative_energy_kcal_mol": 0.0
}

Number 1: molar mass 872.00 g mol⁻¹. Number 2: molar mass 888.53 g mol⁻¹.